[1]
Here is a gas-phase ion, CH3N2O2S (charge +1) at a distorted geometry from the Open Molecules 2025 dataset. Energies are from wB97M-V/def2-TZVPD.

Geometry as XYZ:
```
9
Properties=species:S:1:pos:R:3:nbo_charge:R:1
C -1.269 1.911 -0.240 0.3676
N -0.679 1.129 0.274 -0.4296
S 0.927 -0.238 0.040 2.3924
N -0.022 -1.555 0.090 -1.0017
O 1.331 0.260 -1.200 -0.7543
O 1.615 -0.086 1.293 -0.7540
H -1.871 2.646 -0.568 0.2579
H -0.358 -2.097 -0.659 0.4642
H 0.326 -1.970 0.969 0.4576
```

Structure (SMILES): C#[N+]S(N)(=O)=O
Charge: +1
Calculated total energy, eV: -18985.5485
Frontier orbital gap, eV: 11.849
Energy above the lowest of the compared OMol25 structures with the same formula, charge and spin, kJ/mol: 194.2

---

[2]
Here is a gas-phase ion, C3H8N4O (charge +2) at a distorted geometry from the Open Molecules 2025 dataset. Energies are from wB97M-V/def2-TZVPD.

Geometry as XYZ:
```
16
Properties=species:S:1:pos:R:3:nbo_charge:R:1
N -2.717 -1.605 -0.127 -0.5821
C -1.870 -0.648 0.013 0.2661
C -1.229 0.513 0.058 0.4543
O -2.146 1.503 -0.263 -0.5831
N -0.040 0.918 0.345 -0.4047
N 1.070 0.104 0.533 -0.3684
C 2.177 0.421 -0.130 0.4042
N 3.363 -0.073 -0.220 -0.6415
H -3.082 -2.181 -0.925 0.4596
H -3.158 -2.011 0.651 0.4282
H -3.065 1.086 -0.431 0.5327
H 0.005 1.863 0.550 0.4434
H 1.034 -0.627 1.264 0.4445
H 1.942 1.245 -0.785 0.2367
H 4.065 0.361 -0.816 0.4706
H 3.650 -0.868 0.284 0.4395
```

Structure (SMILES): [NH2+]=C=C(O)NNC=[NH2+]
Charge: +2
Calculated total energy, eV: -11227.9468
Frontier orbital gap, eV: 9.181
Energy above the lowest of the compared OMol25 structures with the same formula, charge and spin, kJ/mol: 201.4

---

[3]
Here is C5H8S in the gas phase at a distorted geometry from the Open Molecules 2025 dataset. Energies are from wB97M-V/def2-TZVPD.

Geometry as XYZ:
```
14
Properties=species:S:1:pos:R:3:nbo_charge:R:1
C 1.948 -0.391 0.085 -0.6670
C 0.529 -0.858 0.046 -0.0669
C -0.589 -0.073 0.020 -0.1099
C -0.577 1.417 -0.016 -0.6546
C -1.845 -0.764 -0.078 -0.2481
S -3.404 -0.254 0.082 -0.0028
H 2.511 -0.706 -0.815 0.2314
H 2.480 -0.709 0.971 0.2337
H 2.058 0.705 0.113 0.2172
H 0.402 -1.910 -0.051 0.1956
H -1.449 1.760 -0.654 0.2379
H 0.362 1.735 -0.440 0.2153
H -0.782 1.882 0.959 0.2339
H -1.641 -1.833 -0.221 0.1843
```

Structure (SMILES): C/C=C(\C)C=S
Calculated total energy, eV: -16148.8197
Frontier orbital gap, eV: 8.003
Energy above the lowest of the compared OMol25 structures with the same formula, charge and spin, kJ/mol: 78.9

---

[4]
Here is a molecular structure, C3H3BiLiO2 at a distorted geometry from the Open Molecules 2025 dataset. Energies are from wB97M-V/def2-TZVPD.

Geometry as XYZ:
```
10
Properties=species:S:1:pos:R:3:nbo_charge:R:1
H 0.474 0.722 -2.619 0.2541
O -0.071 -0.771 0.514 -0.9575
C -0.107 0.338 -0.215 0.1863
C -1.184 0.834 -0.865 -0.4228
C 0.140 -0.063 -1.908 0.4172
O 0.425 -1.238 -2.106 -0.6162
Li 0.444 -2.219 -0.605 0.9633
Bi -0.934 -1.131 2.296 1.5482
H -2.201 0.789 -0.476 0.2368
H -0.660 1.752 -0.062 0.3905
```

Charge: +2
Calculated total energy, eV: -13274.1127
Frontier orbital gap (spin up / spin down), eV: 5.366 / 5.734
Spin multiplicity: 2
Energy above the lowest of the compared OMol25 structures with the same formula, charge and spin, kJ/mol: 0.0

---

[5]
Here is 5 unconnected molecules or ions with the total composition C34H67BrN2O14PS at a distorted geometry from the Open Molecules 2025 dataset. Energies are from wB97M-V/def2-TZVPD.

Geometry as XYZ:
```
120
Properties=species:S:1:pos:R:3:lowdin_charge:R:1
C 0.711 5.926 -1.302 0.0251
C 0.692 5.551 0.151 -0.5174
O -0.248 5.746 0.867 0.1251
O 1.859 5.001 0.613 -0.0265
C 1.716 3.753 1.290 -0.1647
C 2.001 2.518 0.420 -0.1804
C 1.866 2.726 -1.094 -0.1889
C 2.453 1.506 -1.843 -0.1896
C 1.385 0.611 -2.482 -0.1636
C 1.719 -0.893 -2.514 -0.1586
C 1.751 -1.514 -1.154 -0.1436
C 0.574 -1.915 -0.484 -0.0251
C -0.784 -1.792 -1.107 -0.4278
O -1.011 -1.851 -2.271 0.2045
O -1.828 -1.716 -0.182 -0.1331
P -2.551 -0.294 0.018 0.1052
O -3.486 -0.487 1.288 -0.1405
O -3.586 -0.141 -1.158 -0.1378
S -1.333 1.171 0.260 0.4444
C 0.641 -2.463 0.774 0.0972
C 1.852 -2.648 1.422 -0.2279
N 1.835 -3.163 2.693 0.1492
C 1.862 -4.429 2.933 -0.3168
C 0.906 -4.982 3.940 0.0006
C 2.834 -5.387 2.294 0.0102
N 2.979 -2.261 0.782 -0.0220
C 4.269 -2.406 1.474 -0.0420
C 2.934 -1.724 -0.480 -0.5208
Br 4.588 -1.317 -1.256 1.0001
H 0.175 6.861 -1.420 0.0755
H 1.738 6.007 -1.648 0.0901
H 0.228 5.147 -1.889 0.0856
H 0.739 3.674 1.765 0.1155
H 2.446 3.765 2.098 0.1231
H 1.320 1.712 0.697 0.0505
H 3.026 2.192 0.603 0.1068
H 0.828 2.872 -1.390 0.0966
H 2.485 3.586 -1.336 0.1091
H 2.986 0.922 -1.092 0.0442
H 3.197 1.834 -2.568 0.1183
H 1.218 0.913 -3.516 0.1231
H 0.442 0.781 -1.960 0.0657
H 0.983 -1.363 -3.155 0.1000
H 2.671 -1.002 -3.028 0.0819
H -2.923 -0.614 2.065 0.0894
H -4.345 0.389 -0.872 0.1025
H -0.270 -2.742 1.276 0.1414
H -0.104 -5.012 3.535 0.1007
H 0.977 -4.414 4.869 0.0969
H 1.172 -6.005 4.195 0.0787
H 2.811 -6.359 2.768 0.0856
H 3.825 -4.958 2.430 0.0800
H 2.644 -5.451 1.220 0.1035
H 4.808 -1.467 1.485 0.0842
H 4.841 -3.208 1.019 0.0972
H 4.065 -2.685 2.502 0.0920
C -9.078 -3.077 -2.715 -0.1065
O -8.723 -1.708 -2.809 -0.1872
C -8.793 -1.020 -1.573 -0.2049
C -7.422 -0.831 -0.964 -0.2110
O -6.836 -2.064 -0.578 -0.1863
C -5.866 -2.536 -1.497 -0.1009
H -8.794 -3.554 -3.651 0.0898
H -8.559 -3.573 -1.892 0.0835
H -10.159 -3.185 -2.580 0.0907
H -9.450 -1.542 -0.871 0.1292
H -9.226 -0.035 -1.773 0.1279
H -7.520 -0.223 -0.058 0.1262
H -6.772 -0.296 -1.668 0.1208
H -4.952 -1.944 -1.417 0.0558
H -6.233 -2.508 -2.525 0.0914
H -5.637 -3.569 -1.237 0.0928
C 1.085 -4.707 -7.305 -0.1088
O 0.195 -3.653 -7.623 -0.1837
C -0.215 -2.895 -6.500 -0.2065
C 0.532 -1.584 -6.406 -0.2038
O 1.914 -1.779 -6.136 -0.2071
C 2.731 -1.635 -7.287 -0.1033
H 1.496 -5.083 -8.240 0.0914
H 1.906 -4.365 -6.670 0.0815
H 0.552 -5.522 -6.804 0.0888
H -0.090 -3.471 -5.576 0.1233
H -1.281 -2.683 -6.623 0.1290
H 0.117 -1.004 -5.574 0.1154
H 0.396 -1.002 -7.322 0.1298
H 2.814 -0.581 -7.571 0.0902
H 2.342 -2.209 -8.130 0.0871
H 3.723 -2.008 -7.035 0.0884
C 2.794 -4.669 7.890 -0.1141
O 1.397 -4.905 7.892 -0.2041
C 1.073 -6.281 8.061 -0.2087
C 0.644 -6.581 9.479 -0.2068
O 1.715 -6.421 10.391 -0.1871
C 1.661 -5.209 11.124 -0.1045
H 2.947 -3.594 7.977 0.0901
H 3.288 -5.164 8.728 0.0876
H 3.244 -5.014 6.950 0.0796
H 1.916 -6.917 7.774 0.1258
H 0.238 -6.499 7.386 0.1211
H 0.326 -7.627 9.534 0.1282
H -0.206 -5.954 9.761 0.1289
H 0.872 -5.252 11.881 0.0912
H 1.491 -4.349 10.471 0.0831
H 2.620 -5.086 11.625 0.0908
C 1.714 12.754 -1.404 -0.1090
O 0.406 12.405 -1.818 -0.1877
C 0.365 11.274 -2.670 -0.2076
C -0.061 10.028 -1.927 -0.2116
O 0.905 9.630 -0.965 -0.2039
C 0.546 9.989 0.360 -0.1036
H 1.621 13.484 -0.602 0.0897
H 2.265 11.888 -1.031 0.0831
H 2.270 13.210 -2.230 0.0891
H 1.335 11.116 -3.152 0.1267
H -0.371 11.485 -3.453 0.1263
H -0.157 9.208 -2.647 0.1190
H -1.036 10.181 -1.456 0.1286
H -0.259 9.344 0.729 0.0890
H 0.234 11.033 0.423 0.0855
H 1.424 9.844 0.988 0.0898
```

Charge: +1
Calculated total energy, eV: -158147.2834
Frontier orbital gap, eV: 5.939

---

[6]
Here is C7H10F2IN in the gas phase at a distorted geometry from the Open Molecules 2025 dataset. Energies are from wB97M-V/def2-TZVPD.

Geometry as XYZ:
```
21
Properties=species:S:1:pos:R:3:nbo_charge:R:1
C 1.998 2.110 -0.665 -0.1733
C -0.887 -0.805 -0.707 -0.4200
C -1.097 0.447 0.172 -0.4555
C -0.252 -2.002 -0.017 -0.4668
C 0.116 1.226 0.250 0.1921
C 1.675 -0.773 0.805 -0.6413
C 1.244 -1.853 -0.031 0.5921
N 0.870 1.422 -0.783 -0.5376
F 1.704 -1.679 -1.398 -0.3916
F 1.858 -3.052 0.338 -0.3737
I 3.390 0.257 0.050 0.4796
H 2.465 2.413 -1.613 0.2054
H 2.250 2.869 0.110 0.1820
H -1.843 -1.104 -1.149 0.2194
H -0.213 -0.456 -1.495 0.2588
H -1.936 1.201 -0.361 0.2216
H -1.576 0.348 1.115 0.2263
H -0.567 -2.242 1.045 0.2314
H -0.639 -3.027 -0.456 0.2409
H 0.529 1.586 1.166 0.1770
H 1.910 -1.243 1.801 0.2332
```

Calculated total energy, eV: -22442.5998
Frontier orbital gap (spin up / spin down), eV: 8.043 / 8.042
Energy above the lowest of the compared OMol25 structures with the same formula, charge and spin, kJ/mol: 288.0

---

[7]
Here is 2 unconnected molecules or ions with the total composition C4H8O2 from the Open Molecules 2025 dataset. Energies are from wB97M-V/def2-TZVPD.

Geometry as XYZ:
```
14
Properties=species:S:1:pos:R:3:nbo_charge:R:1
C 0.269 -1.248 -0.331 -0.2960
C 0.415 0.071 -0.488 -0.1583
C -0.595 0.977 -1.135 -0.6502
C 1.689 0.675 -0.032 0.3963
O 1.962 1.850 -0.154 -0.5184
H -0.624 -1.777 -0.658 0.2049
H 1.042 -1.860 0.127 0.2115
H -0.543 1.981 -0.707 0.2404
H -1.612 0.590 -1.024 0.2142
H -0.385 1.070 -2.206 0.2326
H 2.397 -0.037 0.444 0.1142
O -0.905 -1.196 2.164 -0.9302
H -0.473 -0.457 1.708 0.4740
H -1.774 -1.237 1.747 0.4652
```

Structure (SMILES): C=C(C)C=O.O
Calculated total energy, eV: -8371.6936
Frontier orbital gap, eV: 10.313
Energy above the lowest of the compared OMol25 structures with the same formula, charge and spin, kJ/mol: 153.2

---

[8]
Here is 5 unconnected molecules or ions with the total composition C31H67Br2O17PS at a distorted geometry from the Open Molecules 2025 dataset. Energies are from wB97M-V/def2-TZVPD.

Geometry as XYZ:
```
119
Properties=species:S:1:pos:R:3:lowdin_charge:R:1
C -1.199 -0.849 2.129 -0.1783
C -0.188 -1.555 1.000 -0.6129
Br 1.771 -1.504 1.391 0.6405
C -0.818 -2.180 -0.231 -0.5348
Br -2.817 -2.130 -0.310 0.7216
C 0.192 -2.849 -1.336 -0.2913
C -0.520 -3.857 -2.414 -0.1947
O -1.583 -3.257 -3.232 -0.3003
S -1.167 -1.713 -3.820 0.7940
O -2.019 -0.549 -3.178 -0.3953
O -1.572 -1.710 -5.346 -0.3723
C 0.644 -1.302 -3.587 -0.4500
P 0.889 0.628 -3.695 0.9678
O 0.193 1.399 -2.275 -0.3543
O 2.641 0.817 -3.725 -0.3575
C 1.175 -1.731 -2.098 -0.2124
H -1.867 -0.002 1.618 0.0683
H -1.929 -1.695 2.544 0.0885
H -0.612 -0.317 2.996 0.0653
H 0.955 -3.524 -0.712 0.1404
H -0.957 -4.803 -1.852 0.1565
H 0.352 -4.285 -3.107 0.1511
H 1.237 -1.822 -4.470 0.1412
H 0.707 2.263 -2.094 0.0782
H 3.056 0.437 -2.884 0.0713
H 1.369 -0.780 -1.438 0.0734
H 2.220 -2.288 -2.240 0.1386
C 7.210 2.697 -7.476 -0.1125
O 6.664 3.129 -6.242 -0.2073
C 5.608 2.296 -5.769 -0.1804
C 5.719 2.067 -4.257 -0.1672
O 6.814 1.236 -3.852 -0.1301
C 8.132 1.777 -4.019 -0.1690
C 8.457 2.966 -3.106 -0.1865
O 7.736 4.129 -3.509 -0.2083
C 7.250 4.889 -2.415 -0.1116
H 6.544 2.974 -8.294 0.0856
H 8.176 3.192 -7.615 0.0899
H 7.382 1.615 -7.479 0.0856
H 5.605 1.323 -6.281 0.1253
H 4.666 2.807 -5.988 0.1267
H 4.817 1.535 -3.938 0.0899
H 5.719 3.008 -3.704 0.1140
H 8.327 2.006 -5.067 0.1093
H 8.816 0.962 -3.758 0.1253
H 9.524 3.202 -3.184 0.1241
H 8.232 2.694 -2.069 0.1209
H 6.798 4.256 -1.651 0.0822
H 6.479 5.569 -2.792 0.0905
H 8.063 5.487 -1.987 0.0880
C -7.462 -1.771 -2.738 -0.1078
O -7.385 -3.141 -3.092 -0.2056
C -6.097 -3.710 -2.871 -0.1812
C -6.208 -5.117 -2.273 -0.1679
O -6.670 -5.160 -0.917 -0.1309
C -8.038 -4.791 -0.689 -0.1691
C -9.070 -5.768 -1.265 -0.1867
O -9.101 -5.693 -2.690 -0.2080
C -9.246 -6.959 -3.311 -0.1128
H -6.994 -1.161 -3.511 0.0882
H -8.519 -1.499 -2.655 0.0894
H -6.988 -1.583 -1.769 0.0846
H -5.490 -3.081 -2.203 0.1054
H -5.595 -3.770 -3.842 0.1281
H -5.200 -5.546 -2.249 0.1235
H -6.798 -5.782 -2.907 0.1101
H -8.222 -3.768 -1.015 0.1093
H -8.160 -4.785 0.400 0.1254
H -10.067 -5.497 -0.904 0.1237
H -8.835 -6.782 -0.923 0.1212
H -8.593 -7.708 -2.861 0.0828
H -8.964 -6.854 -4.363 0.0901
H -10.292 -7.282 -3.260 0.0874
C -1.303 3.270 0.624 -0.0909
O -0.711 4.149 1.565 -0.2014
C 0.690 3.944 1.727 -0.1842
C 1.438 5.279 1.824 -0.1701
O 1.494 6.028 0.603 -0.1300
C 0.258 6.581 0.128 -0.1686
C -0.322 7.700 1.002 -0.1852
O -0.824 7.176 2.231 -0.2087
C -0.547 8.008 3.345 -0.1120
H -1.437 2.284 1.070 0.0714
H -2.280 3.676 0.345 0.0975
H -0.697 3.193 -0.285 0.0681
H 1.108 3.357 0.895 0.1194
H 0.833 3.382 2.654 0.1230
H 2.480 5.056 2.075 0.1254
H 1.061 5.896 2.642 0.1106
H -0.471 5.794 -0.060 0.1091
H 0.492 7.015 -0.852 0.1262
H -1.163 8.168 0.481 0.1250
H 0.451 8.458 1.175 0.1222
H 0.482 8.370 3.334 0.0833
H -0.688 7.415 4.254 0.0898
H -1.249 8.850 3.365 0.0884
C 2.906 -2.557 5.232 -0.1131
O 2.201 -1.934 6.292 -0.2038
C 1.317 -0.904 5.855 -0.1842
C -0.015 -0.959 6.611 -0.1690
O -0.848 -2.079 6.283 -0.1315
C -0.385 -3.372 6.699 -0.1680
C -0.373 -3.591 8.216 -0.1854
O 0.662 -2.827 8.832 -0.2090
C 0.271 -2.252 10.068 -0.1119
H 3.722 -1.914 4.900 0.0859
H 3.318 -3.500 5.604 0.0915
H 2.242 -2.787 4.392 0.0609
H 1.121 -0.977 4.774 0.0978
H 1.807 0.053 6.055 0.1255
H -0.593 -0.074 6.326 0.1251
H 0.129 -0.884 7.691 0.1105
H 0.580 -3.600 6.248 0.1092
H -1.095 -4.087 6.267 0.1263
H -0.168 -4.646 8.429 0.1244
H -1.357 -3.335 8.625 0.1222
H -0.721 -1.802 10.009 0.0835
H 0.987 -1.463 10.316 0.0899
H 0.300 -3.012 10.858 0.0882
```

Structure (SMILES): C/C(Br)=C(\Br)[C@H]1COS(=O)(=O)[C@@H](P(O)O)C1.COCCOCCOC.COCCOCCOC.COCCOCCOC.COCCOCCOC
Calculated total energy, eV: -228235.5310
Frontier orbital gap, eV: 8.584

---

> Look up the calculated total energy of the first one.

-18985.5485 eV